Density functional theory data (the ωB97M-V functional and the def2-TZVPD basis) for a cluster of 20 separate species, C94H196N20 in total.

Geometry as XYZ:
```
310
Properties=species:S:1:pos:R:3:lowdin_charge:R:1
C 25.558 16.583 16.458 -0.103
C 24.810 16.457 15.126 -0.230
C 23.851 15.281 15.143 -0.190
C 22.810 15.487 16.127 -0.205
N 22.020 15.685 16.976 0.213
H 26.274 17.405 16.451 0.068
H 26.116 15.688 16.730 0.082
H 24.959 16.786 17.346 0.039
H 25.533 16.277 14.331 0.114
H 24.252 17.368 14.908 0.096
H 24.363 14.353 15.397 0.128
H 23.332 15.180 14.190 0.110
C 14.962 22.428 11.142 -0.100
C 15.654 21.740 9.946 -0.246
C 15.469 20.247 9.751 -0.172
C 16.233 19.455 10.730 -0.222
N 16.792 18.811 11.488 0.169
H 13.877 22.340 11.098 0.073
H 15.096 23.508 11.084 0.075
H 15.325 22.053 12.099 0.046
H 16.718 21.974 9.986 0.088
H 15.191 22.259 9.107 0.108
H 15.787 19.942 8.754 0.120
H 14.426 19.950 9.861 0.121
C 21.401 14.089 25.505 -0.104
C 22.350 13.594 24.425 -0.240
C 21.800 12.393 23.649 -0.185
C 21.407 11.225 24.472 -0.228
N 21.091 10.329 25.111 0.138
H 21.734 15.050 25.896 0.070
H 21.149 13.346 26.261 0.080
H 20.460 14.327 25.009 0.050
H 23.221 13.311 25.014 0.112
H 22.623 14.348 23.687 0.088
H 22.582 12.067 22.963 0.107
H 20.954 12.694 23.031 0.082
C 22.186 20.729 21.746 -0.120
C 21.523 21.765 22.605 -0.273
C 21.329 21.472 24.073 -0.188
C 22.629 21.267 24.772 -0.207
N 23.639 21.082 25.353 0.136
H 22.390 21.155 20.764 0.040
H 21.562 19.849 21.593 0.048
H 23.208 20.495 22.045 0.056
H 20.639 22.161 22.106 0.081
H 22.223 22.600 22.561 0.118
H 20.697 20.611 24.292 0.089
H 20.874 22.364 24.503 0.106
C 22.951 19.101 17.873 -0.084
C 23.845 20.030 17.019 -0.226
C 25.217 20.353 17.635 -0.177
C 25.173 20.784 19.048 -0.212
N 25.142 21.109 20.175 0.164
H 23.450 18.159 18.102 0.040
H 22.033 18.808 17.363 0.052
H 22.683 19.588 18.811 0.057
H 23.327 20.980 16.883 0.084
H 24.088 19.586 16.054 0.096
H 25.760 21.145 17.120 0.118
H 25.817 19.445 17.593 0.085
C 20.929 17.807 24.164 -0.112
C 19.672 17.516 24.929 -0.252
C 18.603 16.807 24.155 -0.191
C 18.981 15.803 23.161 -0.188
N 19.240 14.985 22.324 0.200
H 21.484 16.904 23.910 0.058
H 21.618 18.362 24.801 0.077
H 20.731 18.353 23.241 0.058
H 19.338 18.448 25.386 0.116
H 19.949 16.917 25.796 0.102
H 18.026 17.533 23.582 0.088
H 17.892 16.338 24.834 0.121
C 24.402 17.746 23.237 -0.102
C 24.114 16.618 22.259 -0.224
C 24.145 17.206 20.763 -0.177
C 25.479 17.509 20.150 -0.246
N 26.492 17.696 19.742 0.160
H 24.399 17.294 24.229 0.074
H 23.625 18.510 23.221 0.044
H 25.356 18.233 23.033 0.082
H 23.104 16.249 22.438 0.061
H 24.715 15.709 22.293 0.104
H 23.513 18.093 20.722 0.066
H 23.672 16.487 20.094 0.067
C 18.423 19.630 21.554 -0.088
C 17.243 20.557 21.186 -0.223
C 17.613 22.033 21.346 -0.182
C 17.877 22.462 22.763 -0.216
N 18.091 22.713 23.863 0.147
H 18.123 18.590 21.681 0.032
H 19.059 19.942 22.383 0.054
H 19.126 19.737 20.728 0.065
H 16.355 20.379 21.792 0.106
H 16.931 20.331 20.166 0.087
H 16.831 22.717 21.016 0.100
H 18.521 22.302 20.806 0.093
C 17.630 17.012 17.121 -0.118
C 19.051 16.804 17.577 -0.232
C 19.197 16.114 19.024 -0.135
C 20.263 16.719 19.783 -0.246
N 21.118 17.216 20.365 0.206
H 16.960 17.426 17.874 0.067
H 17.218 16.026 16.904 0.041
H 17.595 17.553 16.175 0.062
H 19.526 17.785 17.571 0.073
H 19.606 16.199 16.860 0.059
H 19.347 15.035 18.993 0.097
H 18.337 16.340 19.654 0.091
C 13.407 15.154 23.949 -0.127
C 14.630 14.335 23.852 -0.240
C 15.222 14.387 22.421 -0.165
C 15.839 15.659 22.041 -0.204
N 16.293 16.675 21.693 0.185
H 12.831 15.045 24.868 0.084
H 12.664 14.918 23.187 0.067
H 13.635 16.218 23.883 0.076
H 14.339 13.319 24.119 0.086
H 15.360 14.689 24.581 0.112
H 14.467 14.158 21.669 0.106
H 15.978 13.611 22.308 0.096
C 20.885 11.987 15.051 -0.077
C 19.665 12.796 15.506 -0.262
C 18.559 11.978 16.081 -0.193
C 17.485 12.795 16.665 -0.206
N 16.646 13.406 17.116 0.189
H 21.612 12.713 14.686 0.061
H 20.700 11.210 14.310 0.079
H 21.272 11.392 15.878 0.060
H 19.323 13.402 14.668 0.090
H 19.939 13.443 16.339 0.091
H 18.896 11.316 16.879 0.110
H 18.103 11.382 15.290 0.106
C 14.360 15.487 12.495 -0.082
C 14.396 15.128 14.027 -0.230
C 14.414 13.603 14.215 -0.190
C 15.573 12.887 13.673 -0.209
N 16.521 12.332 13.303 0.156
H 14.392 16.561 12.313 0.049
H 13.425 15.138 12.058 0.072
H 15.204 15.007 11.999 0.063
H 13.466 15.532 14.428 0.078
H 15.103 15.688 14.639 0.102
H 13.526 13.115 13.814 0.123
H 14.374 13.487 15.298 0.080
C 12.215 18.923 20.054 -0.088
C 12.164 18.383 21.468 -0.246
C 11.358 17.109 21.681 -0.203
C 9.953 17.166 21.226 -0.209
N 8.831 17.225 20.867 0.137
H 12.804 19.824 19.885 0.066
H 11.216 19.079 19.646 0.067
H 12.669 18.159 19.422 0.055
H 11.704 19.070 22.178 0.112
H 13.178 18.178 21.810 0.100
H 11.406 16.838 22.736 0.101
H 11.805 16.278 21.135 0.096
C 17.185 24.116 18.019 -0.061
C 18.748 24.050 17.789 -0.223
N 19.226 22.685 18.005 -0.163
C 18.664 21.905 16.902 -0.269
C 18.832 20.405 17.041 -0.079
C 20.674 22.634 17.913 -0.263
C 21.542 23.393 18.970 -0.048
H 16.647 23.743 17.147 0.043
H 16.892 25.153 18.180 0.069
H 16.853 23.520 18.869 0.052
H 19.107 24.386 16.816 0.113
H 19.140 24.700 18.572 0.103
H 17.588 22.013 16.767 0.087
H 19.149 22.218 15.977 0.094
H 19.868 20.069 17.016 0.046
H 18.465 20.120 18.027 0.070
H 18.258 19.912 16.256 0.071
H 21.041 22.933 16.931 0.104
H 20.995 21.603 18.058 0.091
H 21.260 24.418 18.731 0.061
H 22.593 23.135 18.847 0.070
H 21.236 23.071 19.965 0.051
C 22.604 13.474 20.111 -0.082
C 21.960 12.396 19.260 -0.239
N 21.068 11.473 20.041 -0.149
C 20.879 10.216 19.355 -0.273
C 22.113 9.363 19.532 -0.094
C 19.809 12.217 20.361 -0.243
C 18.917 11.460 21.357 -0.083
H 23.001 14.276 19.489 0.055
H 23.353 13.017 20.758 0.075
H 21.845 13.941 20.738 0.048
H 21.401 12.866 18.451 0.092
H 22.788 11.875 18.780 0.103
H 20.798 10.320 18.273 0.097
H 20.029 9.697 19.797 0.109
H 22.448 9.129 20.542 0.076
H 22.985 9.777 19.025 0.063
H 21.840 8.384 19.138 0.071
H 20.089 13.164 20.823 0.048
H 19.175 12.482 19.515 0.100
H 18.444 10.585 20.910 0.052
H 19.457 11.213 22.272 0.062
H 18.107 12.139 21.621 0.050
C 14.970 20.325 17.626 -0.059
C 13.977 21.201 16.789 -0.235
N 12.994 20.355 16.111 -0.173
C 13.577 19.372 15.184 -0.239
C 14.206 19.944 13.893 -0.086
C 11.976 21.229 15.513 -0.271
C 11.131 22.026 16.490 -0.086
H 15.523 19.624 17.000 0.049
H 14.501 19.769 18.437 0.054
H 15.674 21.059 18.020 0.050
H 13.558 21.867 17.543 0.102
H 14.473 21.845 16.062 0.104
H 14.320 18.684 15.586 0.094
H 12.835 18.622 14.910 0.101
H 14.600 19.133 13.281 0.045
H 13.519 20.455 13.219 0.059
H 15.029 20.629 14.098 0.062
H 11.270 20.559 15.021 0.113
H 12.428 21.866 14.753 0.105
H 10.687 21.389 17.256 0.074
H 10.365 22.520 15.893 0.075
H 11.680 22.777 17.059 0.060
C 17.800 23.878 13.640 -0.083
C 19.229 24.033 13.206 -0.263
N 19.995 22.801 13.513 -0.167
C 21.441 23.006 13.356 -0.238
C 22.224 21.904 14.108 -0.083
C 19.494 21.585 12.774 -0.233
C 19.366 21.700 11.277 -0.077
H 17.159 23.282 12.990 0.049
H 17.434 24.904 13.586 0.078
H 17.632 23.575 14.673 0.058
H 19.284 24.378 12.174 0.108
H 19.702 24.866 13.727 0.109
H 21.709 22.972 12.301 0.100
H 21.796 23.995 13.649 0.110
H 23.257 22.178 14.325 0.068
H 21.830 21.649 15.091 0.045
H 22.269 20.959 13.567 0.054
H 18.569 21.276 13.260 0.108
H 20.142 20.736 12.993 0.071
H 18.621 22.473 11.088 0.055
H 19.078 20.723 10.888 0.064
H 20.330 21.905 10.811 0.075
C 18.923 15.486 12.438 -0.055
C 20.443 15.582 12.780 -0.247
N 21.184 16.750 12.289 -0.190
C 21.300 16.810 10.837 -0.252
C 21.948 15.576 10.173 -0.081
C 20.717 18.027 12.812 -0.257
C 20.734 18.033 14.355 -0.059
H 18.463 14.624 12.921 0.043
H 18.831 15.334 11.363 0.067
H 18.413 16.402 12.736 0.055
H 20.609 15.410 13.843 0.084
H 20.934 14.733 12.303 0.092
H 20.273 16.857 10.476 0.102
H 21.804 17.739 10.570 0.112
H 22.890 15.337 10.666 0.074
H 21.271 14.724 10.239 0.059
H 22.048 15.656 9.090 0.070
H 19.701 18.232 12.475 0.092
H 21.294 18.866 12.424 0.097
H 21.687 17.682 14.750 0.056
H 19.898 17.450 14.741 0.059
H 20.604 19.042 14.747 0.052
C 14.267 15.477 18.799 -0.085
C 13.199 14.633 18.161 -0.242
N 11.886 15.291 18.136 -0.175
C 11.826 16.417 17.191 -0.243
C 10.580 17.318 17.209 -0.077
C 10.793 14.320 17.907 -0.211
C 10.476 13.386 19.164 -0.059
H 14.458 16.427 18.301 0.059
H 15.175 14.882 18.907 0.051
H 13.993 15.781 19.809 0.050
H 13.471 14.331 17.149 0.095
H 13.064 13.699 18.705 0.089
H 11.978 16.090 16.162 0.099
H 12.651 17.058 17.503 0.081
H 9.747 16.944 16.613 0.068
H 10.781 18.270 16.717 0.054
H 10.237 17.615 18.200 0.050
H 9.893 14.878 17.652 0.100
H 11.015 13.654 17.073 0.103
H 11.343 12.787 19.444 0.031
H 10.193 13.988 20.027 0.058
H 9.654 12.706 18.942 0.066
C 15.613 11.524 20.075 -0.084
C 14.210 11.170 20.611 -0.227
N 14.149 11.178 22.087 -0.184
C 12.774 11.132 22.532 -0.270
C 12.010 9.787 22.444 -0.071
C 15.083 10.269 22.774 -0.222
C 15.170 10.429 24.325 -0.067
H 15.641 11.565 18.986 0.056
H 16.281 10.693 20.302 0.051
H 15.956 12.493 20.437 0.054
H 13.537 11.901 20.164 0.085
H 13.892 10.193 20.245 0.112
H 12.769 11.437 23.579 0.092
H 12.176 11.906 22.053 0.104
H 11.698 9.654 21.408 0.063
H 12.616 8.960 22.815 0.065
H 11.063 9.812 22.984 0.070
H 16.090 10.415 22.383 0.090
H 14.856 9.230 22.535 0.104
H 16.023 9.864 24.702 0.072
H 14.262 10.181 24.873 0.069
H 15.562 11.416 24.572 0.056
```

- highest occupied orbital energy (eV) = -8.459
- maximum force (eV/A) = 7.13
- lowest unoccupied orbital energy (eV) = 0.3
- charge = 0
- relative energy (zero: lowest compared OMol25 entry of this formula, charge and spin) (kcal per mole) = 0.0
- energy (eV) = -130454.4200
- frontier orbital gap (eV) = 8.761
- 2S+1 = 1